No. 1
This record from the Open Molecules 2025 dataset describes a cluster of 2 separate species, C3H8NO2P in total in a non-equilibrium geometry. The level of theory is ωB97M-V with the def2-TZVPD basis set.

```
15
Properties=species:S:1:pos:R:3:forces:R:3
C -1.5653 1.5660 0.3832 0.554 -3.846 0.659
C -1.4993 0.1743 0.3547 -0.126 3.524 -1.449
C 1.3924 -0.6019 -1.9053 -0.664 -1.436 2.301
N -0.6788 -0.4896 1.2583 0.283 1.000 -1.189
O 1.8057 0.3846 0.5920 -0.416 -1.695 1.158
O 1.5972 -2.1938 0.4250 -0.290 0.224 -0.095
P 1.3501 -0.9072 -0.2342 0.915 -0.516 -0.838
H -2.2270 2.0808 -0.2904 0.330 0.411 -0.009
H -0.9013 1.9640 1.1682 -0.889 0.663 -0.464
H -1.8120 -0.3696 -0.5614 -0.227 0.086 1.096
H 1.1432 -1.5393 -2.4260 0.137 0.770 -0.167
H 1.0727 0.3635 -2.2356 -0.135 0.290 -0.429
H -0.6245 -0.0119 2.1252 0.508 0.746 0.724
H 1.9081 0.9631 -0.1206 0.706 2.513 -1.532
H -0.9612 -1.3830 1.4669 -0.684 -2.735 0.236
```
Forces are in eV/Å.

Output
Energy above the lowest of the compared OMol25 structures with the same formula, charge and spin = 42.72 kcal/mol
M = 121.1 g mol⁻¹
Total energy = -665.6489 Eh
LUMO level = 0.494 eV
Frontier orbital gap = 0.34449 Ha
Total charge = 0

No. 2
This record from the Open Molecules 2025 dataset describes an isolated molecule of C3H8NO2P in a non-equilibrium geometry. The level of theory is ωB97M-V with the def2-TZVPD basis set.

```
15
Properties=species:S:1:pos:R:3:forces:R:3
C -0.0156 -1.0474 -0.9179 1.949 0.551 3.286
C 0.9430 -0.4202 0.8767 -1.483 -0.592 -3.724
C -1.0175 0.0162 -1.0743 -0.220 0.508 0.256
N 0.2572 -0.9957 1.9436 -0.143 -0.048 0.509
O 0.7721 0.9423 0.6328 0.020 0.233 0.406
O -0.2516 2.6672 -0.8190 0.189 0.693 -0.273
P -0.7212 1.4827 0.1588 0.023 -0.957 -0.200
H 0.8283 -1.0482 -1.5874 0.056 -0.070 -0.275
H 1.9964 -0.6718 0.8282 -0.047 -0.014 0.082
H -1.0103 0.4619 -2.0721 -0.097 0.110 0.076
H -2.0227 -0.3517 -0.8659 -0.052 0.076 -0.075
H 0.7295 -0.8580 2.8317 -0.071 -0.004 -0.007
H -0.6881 -0.6370 2.0100 0.017 -0.181 0.120
H -0.3518 -2.0270 -0.6213 -0.103 -0.210 -0.154
H 0.5524 2.4869 -1.3240 -0.036 -0.093 -0.027
```
Forces are in eV/Å.

Output
Energy above the lowest of the compared OMol25 structures with the same formula, charge and spin = 28.76 kcal/mol
M = 121.1 g mol⁻¹
Total energy = -665.6711 Eh
LUMO level = 0.931 eV
Frontier orbital gap = 0.33952 Ha
Total charge = 0

No. 3
This record from the Open Molecules 2025 dataset describes a structure of composition C3H8NO2P in a non-equilibrium geometry. The level of theory is ωB97M-V with the def2-TZVPD basis set.

```
15
Properties=species:S:1:pos:R:3:forces:R:3
C 0.5482 1.3630 0.2404 -2.014 0.514 -1.789
C -0.1054 0.9077 -1.1021 -0.674 1.256 -1.476
C -0.2925 0.4659 1.0607 -0.321 -0.264 1.272
N 0.6284 -1.7448 -0.0777 -0.832 1.215 2.409
O -2.0598 -1.5473 -0.3416 0.741 0.759 -0.646
O -1.7498 0.7264 0.8199 -1.199 2.251 1.228
P -1.2144 -0.3365 -0.1881 0.859 0.531 -0.498
H 1.5406 1.1488 0.1003 2.591 -1.144 0.606
H 0.5443 2.4445 0.4303 -0.700 -0.207 0.029
H -0.4043 1.7863 -1.6926 -1.269 -0.374 0.370
H 0.5375 0.4732 -1.8308 0.917 -0.921 0.002
H -0.0750 0.3074 2.0790 -0.088 -0.399 1.149
H 1.1587 -2.4106 -0.5098 1.145 -2.575 -1.862
H -0.2806 -2.1106 0.2899 1.620 -0.745 -0.312
H 1.2240 -1.4733 0.7221 -0.775 0.103 -0.482
```
Forces are in eV/Å.

Output
Energy above the lowest of the compared OMol25 structures with the same formula, charge and spin = 60.67 kcal/mol
M = 121.1 g mol⁻¹
Total energy = -665.6203 Eh
LUMO level = 0.803 eV
Frontier orbital gap = 0.36970 Ha
Total charge = 0

No. 4
This record from the Open Molecules 2025 dataset describes a cluster of 2 separate species, C3H8NO3 in total. The level of theory is ωB97M-V with the def2-TZVPD basis set.

```
15
Properties=species:S:1:pos:R:3:forces:R:3
C 0.0220 1.7988 0.8031 0.127 -0.166 0.504
N -0.5827 0.9487 -0.2068 0.031 -0.124 -0.416
C 0.4092 0.3493 -1.0924 0.691 0.253 -0.591
C 1.1806 -0.8257 -0.4614 -0.010 -0.702 0.038
O 2.3059 -0.6013 0.0162 -0.080 0.118 -0.095
O 0.5633 -1.9447 -0.4690 0.097 0.689 0.135
H 0.4854 1.2726 1.6486 -0.186 -0.193 0.029
H -0.7159 2.5069 1.1970 0.105 -0.026 -0.035
H 0.8646 2.3395 0.3730 -0.202 0.232 -0.231
H -1.0828 0.1666 0.1998 -0.259 0.284 0.307
H 1.1340 1.1192 -1.3642 0.044 0.112 0.122
H -0.0323 0.0421 -2.0477 -0.313 -0.205 0.297
H -1.0403 -1.8771 0.1023 -0.167 -0.585 -0.078
H -1.6121 -3.0764 0.8131 -0.020 0.008 0.021
O -1.8990 -2.2186 0.4883 0.143 0.305 -0.007
```
Forces are in eV/Å.

Output
Energy above the lowest of the compared OMol25 structures with the same formula, charge and spin = 18.47 kcal/mol
M = 106.1 g mol⁻¹
Total energy = -399.6484 Eh
LUMO level = 4.150 eV
Frontier orbital gap = 0.30490 Ha
Total charge = -1

No. 5
This record from the Open Molecules 2025 dataset describes a cluster of 2 separate species, C3H8NO3 in total in a non-equilibrium geometry. The level of theory is ωB97M-V with the def2-TZVPD basis set.

```
15
Properties=species:S:1:pos:R:3:forces:R:3
O 0.4335 -0.8350 2.4724 0.667 1.538 0.674
C -0.0447 -1.9646 2.2582 -1.008 -3.493 -3.218
O -0.0247 -2.5862 1.1559 -0.274 1.090 3.357
H -0.5722 -2.4162 3.1310 0.290 0.347 0.077
H 0.6017 -1.7990 -0.0221 0.722 0.645 -1.585
C 0.3437 0.0775 -0.3066 -1.521 -0.444 -0.143
O 0.8897 -1.1711 -0.7629 -0.799 0.605 1.508
C 0.0069 0.9680 -1.4940 -0.721 0.767 0.208
N -0.3400 2.3508 -1.0106 -0.117 -0.722 0.334
H -0.6400 -0.0752 0.2855 1.183 -0.011 -0.845
H 0.9819 0.6379 0.3707 0.588 -0.027 0.098
H 0.9086 1.0763 -2.1053 -0.263 -0.218 -0.125
H -0.8276 0.4888 -2.0712 0.804 0.342 0.280
H -0.7822 2.9121 -1.7403 0.073 -0.366 0.438
H -0.9347 2.3359 -0.1607 0.374 -0.055 -1.058
```
Forces are in eV/Å.

Output
Energy above the lowest of the compared OMol25 structures with the same formula, charge and spin = 38.70 kcal/mol
M = 106.1 g mol⁻¹
Total energy = -399.4648 Eh
LUMO level (spin up / spin down) = 0.581 / -4.527 eV
2S+1 = 2
Frontier orbital gap (spin up / spin down) = 0.35503 / 0.16729 Ha
Total charge = 0

No. 6
This record from the Open Molecules 2025 dataset describes a cluster of 2 separate species, C3H8NO3P in total in a non-equilibrium geometry. The level of theory is ωB97M-V with the def2-TZVPD basis set.

```
16
Properties=species:S:1:pos:R:3:forces:R:3
C 2.4044 -0.9056 0.0042 2.198 -1.218 -1.140
C 1.0589 -0.3648 0.2720 0.784 1.636 0.005
C 0.9345 0.1783 1.6598 -2.762 -2.137 1.269
N -2.3637 1.2875 -2.1569 -0.606 -2.035 0.478
O -3.0118 -0.8233 -0.9335 0.083 0.508 -0.121
O -2.7044 1.1794 0.5966 0.361 0.151 0.441
O 0.3111 -0.1928 -0.6513 -1.545 -0.072 -0.277
P -2.5791 0.6817 -0.7599 -0.182 0.210 0.140
H 2.6385 -0.6554 -1.0512 -0.119 -0.472 0.516
H 2.6181 -2.0009 0.1639 -0.753 0.937 -0.153
H 1.6568 -0.4130 2.1827 0.604 0.429 0.997
H 0.8844 1.2180 1.9130 0.713 0.728 -0.607
H -0.0552 -0.1473 2.1108 0.772 0.101 -0.696
H -1.9642 2.1665 -2.0610 0.815 2.269 -0.240
H -2.9990 -0.7937 -1.8986 -0.155 -1.153 -0.704
H 3.1707 -0.4144 0.6095 -0.207 0.119 0.091
```
Forces are in eV/Å.

Output
Energy above the lowest of the compared OMol25 structures with the same formula, charge and spin = 26.89 kcal/mol
M = 137.1 g mol⁻¹
Total energy = -740.9497 Eh
LUMO level = 0.499 eV
Frontier orbital gap = 0.39187 Ha
Total charge = 0

No. 7
This record from the Open Molecules 2025 dataset describes a cluster of 3 separate species, C3H8NO4 in total in a non-equilibrium geometry. The level of theory is ωB97M-V with the def2-TZVPD basis set.

```
16
Properties=species:S:1:pos:R:3:forces:R:3
O 0.4740 1.2446 2.7101 -0.153 2.438 -0.558
C 0.3897 0.2375 2.0492 1.636 -1.383 5.515
O 0.4313 -0.9133 2.5347 -0.431 -0.509 -1.416
C 0.2721 0.2680 0.5594 -4.193 0.834 -5.065
C 0.4137 -1.0758 -0.1734 -0.916 0.500 0.375
O -2.4024 -0.9264 -1.1495 0.252 0.348 0.345
N -1.0472 0.9913 0.2794 2.278 -2.185 -1.465
H 1.0077 0.9184 0.0752 1.648 1.200 0.080
H -0.3780 -1.3119 -0.8988 0.030 0.264 0.379
H 1.3340 -0.9139 -0.7170 0.531 -0.077 -0.305
H 0.4745 -1.8278 0.5751 0.181 -0.815 0.261
H -1.0824 1.7559 -0.4308 0.707 0.013 1.444
H -1.6775 0.3021 -0.1503 -0.947 -0.702 -0.022
H 2.3359 1.4603 -2.0251 -0.159 0.596 -0.431
H -2.8296 -1.1163 -1.9869 -0.117 0.115 -0.157
O 2.2841 0.9072 -1.2512 -0.346 -0.638 1.020
```
Forces are in eV/Å.

Output
Energy above the lowest of the compared OMol25 structures with the same formula, charge and spin = 204.31 kcal/mol
M = 122.1 g mol⁻¹
Total energy = -474.5942 Eh
LUMO level = -1.136 eV
Frontier orbital gap = 0.14499 Ha
Total charge = -1

No. 8
This record from the Open Molecules 2025 dataset describes a cluster of 2 separate species, C3H8NO4P in total in a non-equilibrium geometry. The level of theory is ωB97M-V with the def2-TZVPD basis set.

```
17
Properties=species:S:1:pos:R:3:forces:R:3
C 0.1786 0.2537 2.0200 -0.302 -0.495 -2.993
C -0.1617 1.3220 -0.7476 -1.889 0.439 4.144
C -0.5113 1.5583 1.5806 1.025 -1.172 1.412
N 0.0156 2.0013 0.3513 0.672 0.342 -1.488
O -1.4356 -1.2797 -1.8552 -1.205 0.199 0.567
O 0.6329 -2.5318 -0.6546 -0.299 0.581 -1.995
O 0.4337 -2.3960 -3.2092 -0.041 0.073 0.320
O 0.9087 -0.2502 -1.8872 -0.084 -0.724 -0.134
P 0.0231 -1.5082 -2.0332 2.193 -0.468 -0.009
H 1.1937 0.4101 2.1096 2.646 0.741 -0.138
H -0.0179 -0.1402 2.9646 -1.394 -0.849 1.607
H 0.1438 -0.5162 1.1541 -0.410 0.991 1.568
H 0.1874 1.8169 -1.5420 1.248 1.259 -3.231
H 1.2246 -2.9026 -1.3471 -0.014 -0.408 1.045
H -0.8570 0.5082 -0.8556 -0.359 -0.199 -0.006
H -1.5264 1.2973 1.6129 -2.143 -0.171 -0.630
H -0.4323 2.3571 2.3386 0.357 -0.141 -0.039
```
Forces are in eV/Å.

Output
Energy above the lowest of the compared OMol25 structures with the same formula, charge and spin = 0.00 kcal/mol
M = 153.1 g mol⁻¹
Total energy = -816.2056 Eh
LUMO level = 6.412 eV
Frontier orbital gap = 0.23357 Ha
Total charge = -2